Formula: C5H5NO2
Source: the Open Molecules 2025 dataset
Level of theory: ωB97M-V/def2-TZVPD

Atoms and positions in Å:
O -1.21 -1.42 -1.70
O 0.94 0.47 0.08
N -0.98 1.27 -0.44
C -0.10 2.36 0.06
C -0.30 0.29 -0.30
C 1.07 1.79 0.27
C -0.61 -1.16 -0.72
C -0.18 -2.20 0.40
H 0.77 -2.13 0.36
H -0.32 3.57 0.04
H -0.39 -1.91 1.31
H 2.00 2.27 0.63
H -0.68 -3.18 0.01

## Properties
SMILES: CC(=O)c1ncco1
Charge: 0
2S+1: 1
LUMO energy: 0.8 eV
Frontier orbital gap: 10.833 eV
Relative energy (zero: lowest compared OMol25 entry of this formula, charge and spin): 3.0691 eV

***

Formula: C18H28ClIN3OP2Yb
Source: the Open Molecules 2025 dataset
Level of theory: ωB97M-V/def2-TZVPD

Atoms and positions in Å:
Yb 0.30 -0.19 -1.65
I 3.35 0.19 -1.39
Cl 0.32 -0.93 -4.15
P -0.68 2.01 -2.82
P 0.17 -2.83 -1.41
O -2.95 -0.66 -1.37
N 0.24 0.84 2.76
N -0.18 0.20 0.69
N 3.16 1.25 8.72
C 0.88 1.77 1.92
C 0.09 -3.10 0.39
C 0.41 0.78 4.15
C 1.37 2.14 5.88
C 0.67 2.04 4.69
C -2.00 2.28 -4.02
C 0.83 2.69 -3.61
C -0.39 -0.06 1.98
C -1.05 3.21 -1.51
C -2.88 -0.98 -2.48
C 1.76 0.97 6.54
C 2.54 1.09 7.75
C -0.90 -4.10 -2.12
C -3.01 -1.39 -3.81
C 0.61 1.34 0.64
C 1.88 -3.33 -1.82
C 1.38 -0.30 6.06
C 0.68 -0.41 4.85
H 2.08 -2.89 -2.81
H 0.79 -2.42 0.89
H -0.91 -2.86 0.75
H 0.64 3.56 -4.24
H -2.08 3.32 -4.31
H 2.03 -4.41 -1.86
H 0.99 1.75 -0.30
H -2.96 1.96 -3.62
H 0.41 2.92 4.12
H -1.95 2.86 -0.99
H 2.61 -2.87 -1.14
H 1.66 -1.20 6.62
H -0.26 3.26 -0.76
H -4.01 -1.67 -4.15
H 0.42 -1.37 4.40
H -1.94 -3.92 -1.85
H -1.83 1.68 -4.92
H 1.60 2.93 -2.87
H -0.84 -4.05 -3.21
H -1.03 -0.86 2.38
H -0.61 -5.10 -1.80
H 1.25 1.88 -4.23
H -1.24 4.21 -1.90
H 1.65 3.13 6.26
H 1.50 2.56 2.33
H 0.33 -4.13 0.67
H -2.59 -0.59 -4.41
H -2.31 -2.22 -3.93

## Properties
⟨S²⟩: 0.75
Charge: +2
2S+1: 2
LUMO energy (spin up / spin down): -8.8 / -8.8 eV
Frontier orbital gap (spin up / spin down): 4.883 / 4.885 eV

***

Formula: C49H43N7OS5Zn
Source: the Open Molecules 2025 dataset
Level of theory: ωB97M-V/def2-TZVPD

Atoms and positions in Å:
Zn -0.05 0.10 -0.09
S -3.13 -1.82 3.02
S 0.18 2.85 1.46
S -3.86 0.97 -2.59
S 2.42 -0.38 1.78
S 2.35 2.12 3.00
O 1.12 0.43 -1.76
N 2.03 0.59 3.06
N 1.41 -0.69 0.76
N 1.80 2.96 1.79
N 2.01 0.95 -2.55
N -1.49 -1.02 1.24
N -0.33 1.77 0.63
N -1.81 0.15 -1.30
C 4.09 2.39 3.03
C 5.18 -0.34 1.60
C 3.17 -2.98 1.70
C -0.16 4.37 0.55
C 3.43 -4.24 2.21
C 1.47 4.85 5.76
C 2.86 -1.94 2.57
C 2.79 -2.15 3.93
C 2.88 2.82 -3.72
C 3.80 0.65 -4.08
C 4.01 0.23 1.13
C 5.21 1.50 -0.50
C -1.84 5.53 -0.70
C 3.78 2.00 -4.40
C -1.49 4.57 0.24
C 0.94 4.10 6.81
C -4.09 0.31 -1.03
C 6.39 0.92 -0.05
C -2.89 -0.07 -0.49
C 6.05 3.55 2.30
C 2.99 -3.43 4.43
C -1.32 1.87 3.53
C 1.21 2.08 5.53
C 6.38 0.01 1.00
C 4.01 1.14 0.09
C -0.74 3.01 3.01
C 4.81 1.76 4.04
C -1.28 1.04 -3.56
C -0.37 -2.11 3.17
C -0.84 6.26 -1.33
C -2.49 3.23 5.12
C 0.49 6.05 -1.01
C -2.15 0.69 -2.43
C -1.52 -1.61 2.39
C -1.90 4.37 4.60
C -1.02 4.26 3.53
C 3.32 -4.47 3.58
C 2.91 0.14 -3.17
C 2.02 2.28 -2.79
C 0.84 5.10 -0.06
C -2.73 -0.70 0.79
C 6.16 2.02 4.17
C -3.76 -1.07 1.61
C 4.70 3.30 2.17
C 0.82 2.72 6.69
C 1.87 4.23 4.60
C 6.78 2.91 3.30
C 1.72 2.84 4.48
C -2.20 1.97 4.59
H 4.10 3.78 1.41
H 7.84 3.11 3.41
H -0.71 -2.48 4.14
H -2.24 3.97 0.73
H 4.30 1.08 4.70
H 1.26 6.63 -1.50
H 2.57 -1.32 4.58
H 3.72 -5.04 1.55
H 1.87 4.91 0.20
H 3.18 -2.77 0.64
H 4.50 -0.01 -4.56
H 6.73 1.55 4.95
H 6.54 4.23 1.63
H 3.50 -5.45 3.98
H 0.12 -2.93 2.65
H 5.24 2.21 -1.30
H 2.28 4.79 3.77
H -5.07 0.24 -0.59
H 0.41 2.15 7.50
H 1.12 1.02 5.39
H 7.33 1.19 -0.51
H 0.63 4.59 7.72
H -0.31 0.56 -3.43
H -0.56 5.14 3.10
H 2.84 3.87 -3.93
H 2.89 -3.62 5.49
H -4.81 -0.95 1.46
H 5.15 -1.04 2.42
H 2.84 -0.90 -2.92
H -2.12 5.34 5.02
H -1.11 6.99 -2.08
H 0.37 -1.33 3.31
H -1.14 2.12 -3.61
H 4.44 2.41 -5.14
H 1.58 5.91 5.87
H 7.31 -0.43 1.35
H -3.19 3.31 5.93
H -2.67 1.09 5.01
H -2.87 5.68 -0.95
H -1.07 0.92 3.09
H 1.30 2.87 -2.24
H 3.07 1.58 -0.22
H -1.73 0.70 -4.49

## Properties
⟨S²⟩: 0.77
Charge: +1
2S+1: 2
LUMO energy (spin up / spin down): -2.2 / -2.2 eV
Frontier orbital gap (spin up / spin down): 3.683 / 8.246 eV

***

Formula: C11H11NO2S
Source: the Open Molecules 2025 dataset
Level of theory: ωB97M-V/def2-TZVPD

Atoms and positions in Å:
S 0.68 -2.75 -0.20
O -2.57 -2.26 -0.91
O -1.03 -0.51 -0.41
N 3.11 -1.60 0.43
C -3.55 0.92 0.64
C 1.91 2.44 -0.01
C -3.42 -0.11 -0.58
C 0.23 -0.94 -0.25
C -2.24 -1.11 -0.36
C 3.54 0.68 0.19
C 3.26 2.02 -0.04
C 2.42 -2.63 0.36
C 0.96 1.41 0.06
C 2.59 -0.31 0.17
C 1.25 0.07 0.06
H 4.08 2.72 -0.06
H -4.23 -0.83 -0.59
H 2.92 -3.64 0.55
H -2.59 1.07 1.01
H 1.63 3.44 -0.06
H -4.16 0.60 1.49
H -3.25 0.43 -1.47
H -0.08 1.73 0.18
H 4.50 0.31 0.28
H -1.85 -3.00 -0.80
H -4.10 1.86 0.30

## Properties
Charge: 0
2S+1: 1
LUMO energy (spin up / spin down): -0.2 / -0.2 eV
Frontier orbital gap (spin up / spin down): 5.839 / 5.843 eV
Relative energy (zero: lowest compared OMol25 entry of this formula, charge and spin): 5.9792 eV

***

Formula: C6H16
Source: the Open Molecules 2025 dataset
Level of theory: ωB97M-V/def2-TZVPD

Atoms and positions in Å:
C -0.43 0.74 1.83
C -0.71 -0.75 2.08
C 0.64 -1.48 2.18
C -0.93 1.09 -1.37
C 0.93 0.29 -2.93
C 0.17 -0.02 -1.67
H -1.27 -0.87 2.99
H 0.81 0.02 -0.80
H 1.28 1.36 -2.96
H 0.24 0.99 1.00
H -1.67 1.00 -2.15
H 0.11 1.17 2.67
H -1.33 0.87 -0.39
H -1.22 -1.22 1.24
H 0.35 0.16 -3.84
H -0.28 -1.00 -1.72
H -0.35 2.01 -1.42
H -1.41 1.19 1.64
H 0.66 -2.46 2.70
H 1.85 -0.32 -2.92
H 1.55 -1.01 2.64
H 1.00 -1.77 1.18

## Properties
SMILES: CCC.CCC
Charge: 0
2S+1: 1
LUMO energy: 1.2 eV
Frontier orbital gap: 12.196 eV
Relative energy (zero: lowest compared OMol25 entry of this formula, charge and spin): 0.7718 eV

***

Formula: C29H61BrClN4O4S
Source: the Open Molecules 2025 dataset
Level of theory: ωB97M-V/def2-TZVPD

Atoms and positions in Å:
Br 1.55 1.57 5.85
Cl -0.71 7.07 3.53
S -3.95 4.25 5.69
O -3.52 4.29 7.06
O 5.41 0.02 5.46
O 0.58 4.08 7.21
O -5.15 4.90 5.29
N -1.38 4.79 5.55
N 0.89 4.38 5.90
N 7.79 -1.31 6.45
N 0.32 4.70 3.79
C 4.26 -0.80 5.34
C -0.17 4.68 5.07
C 2.38 0.80 -0.33
C 0.52 -2.06 -2.78
C -4.48 -4.64 -9.07
C 5.87 0.24 6.78
C 1.04 3.41 3.64
C -3.19 -3.53 -7.14
C -2.62 -2.15 -6.72
C 6.73 -0.89 7.36
C 0.78 -2.53 -1.35
C -6.88 -5.52 -9.04
C -4.36 -3.43 -8.12
C 1.62 3.31 5.12
C -0.97 -2.10 -3.18
C 2.33 -0.74 -0.42
C -7.24 -6.46 -10.21
C 0.12 5.11 0.24
C -5.44 -5.72 -8.54
C 1.92 2.62 1.34
C 2.24 3.25 2.72
C 5.94 -2.12 7.79
C -1.19 -2.50 -4.65
C 2.66 1.32 1.10
C -2.51 -1.97 -5.20
C 0.91 -1.33 -0.39
C -0.28 5.52 2.73
C -2.59 4.98 4.76
C 0.61 5.80 1.53
H 3.75 -0.52 4.42
H -2.51 4.41 3.83
H -1.53 4.75 6.55
H -5.29 -3.37 -7.55
H -3.52 -4.08 -6.25
H -1.21 5.09 2.36
H -6.79 -7.44 -10.07
H -0.31 4.13 0.43
H -4.28 -2.53 -8.73
H -0.57 5.76 -0.30
H 1.71 -3.10 -1.29
H 2.88 2.52 3.22
H -5.08 -6.69 -8.90
H 6.48 1.14 6.73
H 0.19 -0.57 -0.70
H 4.52 -1.86 5.27
H 3.58 -0.65 6.18
H -1.48 -2.83 -2.55
H -8.32 -6.55 -10.29
H -3.49 -5.09 -9.18
H 2.81 -1.07 -1.34
H 2.64 3.66 5.08
H 7.21 -0.48 8.26
H -2.83 6.02 4.58
H -0.04 3.34 7.26
H 7.36 -1.53 5.55
H 0.98 4.98 -0.42
H 5.63 -2.72 6.94
H -1.42 -1.12 -3.01
H 3.13 1.16 -1.02
H -0.38 -2.08 -5.26
H 0.39 2.53 3.57
H 6.54 -2.75 8.44
H -5.42 -5.72 -7.45
H 2.19 3.32 0.55
H -1.19 -3.58 -4.73
H 0.85 2.41 1.26
H -3.27 -1.38 -7.14
H 8.40 -0.52 6.25
H 5.04 -1.83 8.35
H -3.33 -2.50 -4.72
H -4.81 -4.32 -10.05
H 1.66 5.60 1.72
H -2.39 -4.10 -7.61
H 2.35 0.54 1.79
H 0.67 -1.64 0.63
H 1.43 1.19 -0.69
H -1.64 -2.03 -7.19
H -7.60 -5.65 -8.24
H 0.56 6.87 1.33
H 2.92 -1.15 0.40
H 2.82 4.16 2.63
H 1.07 -2.67 -3.50
H -0.03 -3.17 -1.01
H -3.98 2.96 5.24
H -6.89 -6.04 -11.15
H 3.74 1.48 1.16
H 0.88 -1.03 -2.89
H -6.98 -4.50 -9.42
H -2.63 -0.92 -4.93
H 5.02 0.46 7.44

## Properties
Charge: +1
2S+1: 1
LUMO energy: -3.5 eV
Frontier orbital gap: 7.428 eV
Relative energy (zero: lowest compared OMol25 entry of this formula, charge and spin): 0.0000 eV

***

Formula: H46HgO23
Source: the Open Molecules 2025 dataset
Level of theory: ωB97M-V/def2-TZVPD

Atoms and positions in Å:
Hg -0.08 -0.19 -0.08
O -4.19 -1.95 1.68
O -1.32 -2.28 -0.12
O -3.75 2.27 0.56
O 1.61 0.47 1.26
O -1.04 -0.38 2.14
O 1.17 0.34 4.07
O 0.37 -4.47 1.41
O 3.85 2.30 1.29
O 1.42 -1.93 0.23
O -4.10 -1.60 -2.41
O 1.89 3.96 -1.40
O -2.33 0.23 -1.18
O -3.67 0.51 2.61
O 3.96 -1.80 -2.40
O 0.43 4.36 1.71
O 1.19 1.13 -1.61
O 1.24 0.23 -4.44
O -0.45 4.36 -3.05
O 0.08 -3.02 3.63
O -0.06 -1.07 -2.46
O -0.77 2.01 0.46
O 4.03 -0.79 0.22
O -1.24 -4.46 -1.46
H -2.96 -0.44 -1.43
H -1.63 2.42 0.37
H 3.96 -2.19 -1.52
H 0.50 -5.01 0.63
H -2.25 -2.22 0.12
H -2.82 1.05 -1.24
H -1.19 -1.16 2.66
H -0.30 2.57 1.08
H -1.13 0.35 2.75
H 0.79 0.92 -4.93
H -1.28 -3.01 -0.74
H 0.89 -2.79 4.07
H 1.95 0.87 4.18
H -0.61 -4.59 -2.18
H 1.63 1.92 -1.29
H -3.99 -2.41 -2.91
H 0.36 -3.43 2.81
H -4.25 -1.20 2.28
H -3.16 0.85 3.35
H 0.21 4.12 -2.40
H 2.39 -0.06 1.08
H -4.04 2.54 -0.31
H 4.78 -0.91 0.80
H 2.58 4.29 -1.97
H -0.58 -4.32 1.44
H 0.55 -0.74 -3.12
H 4.24 -0.90 -2.26
H 0.81 4.53 2.57
H 4.68 2.11 1.73
H -3.99 -2.69 2.25
H 4.07 2.99 0.66
H 1.95 1.34 1.47
H 1.22 0.02 3.17
H -1.67 -5.31 -1.37
H 1.86 -0.14 -5.07
H -0.52 -1.78 -2.89
H -0.10 5.14 1.52
H -0.83 5.16 -2.71
H 1.93 4.51 -0.62
H -4.39 -0.95 -3.05
H 4.37 -0.29 -0.52
H 1.40 -2.84 0.52
H -3.86 3.05 1.10
H 1.34 1.13 -2.55
H 2.32 -1.80 -0.08
H -3.46 1.10 1.89

## Properties
Charge: +2
2S+1: 1
LUMO energy: -5.2 eV
Frontier orbital gap: 9.799 eV
Relative energy (zero: lowest compared OMol25 entry of this formula, charge and spin): 2.4627 eV

***

Formula: CH3NO4S
Source: the Open Molecules 2025 dataset
Level of theory: ωB97M-V/def2-TZVPD

Atoms and positions in Å:
S -0.83 1.37 1.71
O 0.96 -1.89 -0.91
O -0.61 2.78 1.58
O -0.05 0.68 2.68
O -0.62 -0.36 -0.84
N 0.35 0.46 -0.37
C -0.19 -1.63 -1.04
H 0.72 1.13 -1.08
H -0.94 -2.34 -1.33
H 1.21 -0.18 -0.42

## Properties
Charge: 0
2S+1: 1
LUMO energy: 0.1 eV
Frontier orbital gap: 10.614 eV
Relative energy (zero: lowest compared OMol25 entry of this formula, charge and spin): 0.0362 eV